{
  "formula": "C5H10N2O4",
  "method": "the ωB97M-V functional and the def2-TZVPD basis",
  "de_lowest_kcal_mol": 54.2,
  "smiles": "N[C@@H](CO)C(=O)NCC(=O)O",
  "multiplicity": 1,
  "max_force_ha_per_bohr": 0.130,
  "e_lumo_ev": 0.3,
  "total_charge": 0,
  "symbols": ["N", "C", "C", "O", "C", "O", "N", "C", "C", "O", "O", "H", "H", "H", "H", "H", "H", "H", "H", "H", "H"],
  "xyz": [[-1.570, -1.313, 0.163], [-1.569, 0.112, 0.521], [-1.508, 0.087, 2.051], [-0.202, -0.121, 2.513], [-0.402, 0.898, -0.058], [-0.447, 2.121, -0.108], [0.605, 0.121, -0.308], [1.710, 0.661, -1.052], [1.588, -0.084, -2.268], [0.498, -0.439, -2.727], [2.606, -0.144, -3.111], [-0.710, -1.796, 0.474], [-2.303, -1.847, 0.491], [-2.571, 0.659, 0.437], [-1.867, 1.084, 2.449], [-2.112, -0.610, 2.592], [-0.130, -0.863, 3.113], [0.527, -0.898, -0.424], [2.620, 0.259, -0.696], [1.875, 1.700, -1.168], [3.361, 0.415, -2.885]],
  "atomic_forces_ev_per_a": [[2.57, 0.62, -2.15], [-2.22, -1.08, 2.24], [0.35, 2.96, 1.50], [1.34, -0.03, 0.07], [-3.25, 0.95, 1.58], [0.50, -0.49, -0.34], [2.69, -0.18, 0.09], [0.40, -2.22, 1.31], [-3.59, 0.66, -5.61], [2.05, -0.38, 1.28], [1.41, -0.28, -0.58], [-0.86, 0.58, 0.02], [-2.03, -0.81, 0.84], [1.34, -1.01, -1.15], [0.53, -0.61, -0.39], [-1.09, -0.81, -0.63], [-0.23, -0.01, 0.02], [-0.48, 1.27, 0.13], [1.34, -0.12, 1.42], [-0.77, 1.12, 0.00], [0.00, -0.13, 0.33]],
  "lowdin_charge": [0.05, -0.25, -0.25, -0.05, -0.49, 0.07, 0.09, -0.07, -0.52, 0.12, 0.14, 0.08, 0.04, 0.17, 0.13, 0.11, 0.09, 0.15, 0.13, 0.15, 0.12]
}